1.
# C49H55Cl4CsI2N6O2

C49H55Cl4CsI2N6O2 as an isolated structure in a non-equilibrium geometry (ωB97M-V/def2-TZVPD, OMol25).

Geometry (Å):
1 C -1.36343 2.67142 1.63801
2 C 4.06227 -4.62314 -3.82903
3 H 1.08670 1.47607 4.26902
4 C -1.61427 -1.83875 -3.84686
5 H 3.12089 -1.61514 2.50003
6 C -1.11643 -2.07306 2.07390
7 C 3.67698 2.65079 -0.48130
8 H -4.80236 0.96719 -0.92219
9 N -1.55691 1.43725 0.97145
10 O 3.34107 -1.40990 -2.39415
11 C 4.22621 3.55041 0.41926
12 C 1.54665 -2.35974 0.34029
13 C 2.50284 -0.81810 2.07692
14 C -0.99367 1.24726 3.66283
15 H -2.61142 4.17905 -2.27595
16 H -0.53837 5.84004 -1.10864
17 C -2.66470 4.17023 -1.18512
18 C -2.74341 1.13850 0.62413
19 C -0.82770 3.79975 3.68374
20 H -2.99594 5.16143 -0.86119
21 H -4.57525 -3.19363 -1.88553
22 C 0.69090 -2.45579 3.68834
23 C 4.37967 2.21969 -1.72550
24 I -0.46541 3.06153 -5.09546
25 H -3.41931 3.44676 -0.87428
26 C -1.52071 -3.15833 4.21996
27 C 6.25867 1.35434 -2.91479
28 H -3.55227 1.86392 0.79555
29 Cl 2.05650 -3.07956 -6.97119
30 H -1.00610 -2.74063 -1.99740
31 H 3.41622 1.46203 -4.73079
32 H -3.52955 -5.03429 3.05143
33 H 2.30392 -0.08825 2.87436
34 H 0.65752 -0.53449 1.00858
35 C -1.03390 5.04162 1.63536
36 Cl 4.83868 -6.11953 -3.44502
37 C 0.13322 1.12827 4.68144
38 C -4.84348 -1.08982 -1.50479
39 H -0.14394 4.59306 -2.27287
40 H -2.21632 -3.62404 4.91079
41 H 7.29610 1.04552 -2.95317
42 H 0.63509 -2.78587 -0.08325
43 H 1.66553 3.47284 2.64054
44 C 0.26709 -1.98259 2.46449
45 C -1.28741 3.85298 -0.59874
46 H -2.62475 -3.42752 -0.42239
47 H 2.11686 -1.87982 -0.46294
48 C -4.32660 -0.00404 -0.82146
49 C -3.46736 -2.89428 2.64525
50 H 0.22105 -4.50645 -3.00274
51 C -0.84903 5.01653 3.01027
52 C -0.24404 4.79159 -1.20632
53 H 3.10147 -0.32737 1.30540
54 C -4.27526 -1.64296 3.00266
55 C -2.54524 -1.36832 0.18889
56 H -0.80011 0.51908 2.87083
57 N 3.59994 2.10810 -2.79715
58 C -1.06580 2.61002 3.00340
59 H -1.02265 2.82757 -0.87207
60 H -4.22526 -4.05394 4.34310
61 H -5.11792 -4.27320 2.84556
62 H 0.73348 4.66199 -0.73207
63 H -4.20393 -1.43628 4.07487
64 H -2.30817 -0.12907 4.71136
65 H -0.07396 1.70661 5.58838
66 C -2.33929 0.88139 4.29801
67 C -1.26402 3.87002 0.91744
68 H 0.29460 -2.05346 -2.94063
69 Cl 4.75802 -3.75730 -1.36110
70 H 3.89170 4.58898 2.27256
71 H -3.89365 -0.77078 2.46669
72 H -0.66492 5.93854 3.54948
73 H 0.14708 -3.39802 5.56167
74 C -0.19363 -3.03946 4.59792
75 H -2.58205 1.58352 5.10255
76 H 6.31577 1.93874 -0.83877
77 Cs 1.35815 0.22283 -2.79957
78 C 2.83668 -3.29372 -5.45057
79 H 2.15373 -3.17985 0.73772
80 H 0.04156 -3.88130 -4.49478
81 I -1.60355 6.09039 -5.09434
82 C -2.00041 -2.72210 2.98790
83 N -1.76744 -0.50867 -3.26403
84 C 2.27661 3.26476 1.77255
85 C 5.43908 1.20669 -4.02167
86 N 2.48351 2.07849 -0.29057
87 H 1.73739 -2.35589 3.95191
88 C -4.11472 -4.13616 3.25843
89 N -1.44372 -1.45582 0.93329
90 H -2.55091 -2.40681 -3.93360
91 C 5.72347 1.86194 -1.74129
92 H -5.70639 -0.98068 -2.14815
93 H -3.14740 0.91970 3.56545
94 C 3.50062 3.87230 1.56043
95 H -0.60902 3.77666 4.74556
96 C -4.20585 -2.32391 -1.35237
97 C 4.11197 1.59288 -3.90704
98 H -5.33204 -1.76356 2.74305
99 H -3.54422 -3.01764 1.56497
100 H 5.18870 4.00254 0.21482
101 C 1.21529 -1.36251 1.46310
102 O 2.25614 -1.08837 -4.82866
103 H -1.20861 -1.72583 -4.85853
104 H -2.24627 -0.58436 -2.37071
105 C 3.44835 -4.46779 -5.10810
106 C -3.10653 -2.46213 -0.53416
107 N -0.40650 -3.96856 -3.58823
108 C 2.80176 -2.16823 -4.54839
109 Cl 3.48102 -5.78788 -6.22353
110 C -0.62650 -2.64072 -3.01512
111 H 0.88440 1.83607 0.95512
112 H -0.96406 5.98112 1.09980
113 H -2.31902 0.10738 -3.84803
114 H 5.80274 0.78333 -4.94820
115 C 4.03836 -3.60634 -2.91544
116 C -3.18744 -0.10295 -0.01793
117 H 0.25084 0.08315 4.97159
118 C 1.81865 2.36359 0.81773
119 C 3.40881 -2.33975 -3.21230

Force components x, y, z for each atom (eV/Å):
C 0.2 -0.1 -0.3
C 0.0 -0.1 0.0
H -0.1 0.0 0.0
C 0.0 0.0 -0.1
H 0.0 0.0 0.0
C 0.1 -0.1 0.0
C -0.1 -0.1 0.0
H 0.0 0.0 0.0
N -0.3 0.1 0.0
O 1.1 -0.6 0.1
C 0.0 0.0 0.0
C 0.0 0.1 0.0
C 0.0 0.1 0.0
C -0.1 0.0 0.1
H 0.0 0.0 0.0
H 0.0 0.0 0.0
C 0.0 0.0 0.0
C 0.0 -0.1 0.0
C -0.1 0.0 0.0
H 0.0 0.0 0.0
H 0.0 0.0 0.0
C -0.1 0.0 0.0
C -0.1 0.0 0.1
I 0.0 0.0 0.0
H 0.0 0.0 0.0
C -0.1 -0.1 -0.1
C 0.0 0.0 0.0
H 0.0 0.0 0.0
Cl 0.0 0.0 0.0
H 0.0 -0.1 0.0
H 0.1 0.1 -0.1
H 0.0 0.0 0.0
H 0.0 -0.1 -0.2
H 0.0 0.0 0.0
C 0.0 0.0 0.0
Cl 0.0 0.0 0.0
C 0.1 0.1 0.1
C 0.0 0.1 0.0
H 0.0 0.0 0.0
H 0.0 0.0 0.0
H 0.0 0.0 0.0
H 0.0 0.1 0.0
H 0.0 0.0 0.0
C 0.0 -0.1 -0.1
C 0.0 0.0 0.0
H 0.0 0.0 0.0
H 0.0 -0.1 0.1
C 0.0 -0.1 0.0
C -0.1 0.0 -0.1
H 0.0 0.0 0.0
C 0.1 -0.1 0.0
C 0.1 0.0 0.0
H 0.0 0.0 0.0
C 0.0 0.0 0.0
C 0.0 0.1 0.0
H 0.0 0.0 0.0
N 0.2 0.0 -0.1
C 0.0 0.0 0.2
H 0.0 0.0 -0.2
H 0.0 0.0 0.0
H 0.0 0.0 0.0
H 0.0 0.0 0.0
H 0.0 0.0 0.0
H 0.0 0.0 0.0
H 0.0 0.0 0.0
C 0.1 0.1 0.0
C 0.0 0.1 0.1
H -0.1 -0.4 0.0
Cl 0.0 0.0 0.0
H 0.0 0.0 0.0
H -0.1 -0.1 0.1
H 0.0 0.0 0.0
H 0.0 0.0 0.0
C 0.1 0.1 -0.1
H 0.0 0.0 0.0
H 0.0 0.0 0.0
Cs -2.1 2.1 1.2
C 0.0 0.1 0.1
H 0.0 0.0 0.0
H 0.0 0.0 0.0
I 0.0 -0.1 0.0
C 0.0 -0.1 0.1
N 0.0 -0.1 0.2
C 0.0 0.0 0.0
C 0.0 0.0 0.0
N 0.2 -0.1 -0.1
H 0.0 0.0 0.0
C 0.0 0.0 0.1
N -0.1 0.1 0.0
H 0.0 0.0 0.0
C 0.0 0.1 0.0
H 0.0 0.0 0.0
H 0.1 0.0 0.0
C 0.0 0.0 0.0
H 0.0 0.0 0.0
C 0.0 -0.1 0.0
C 0.1 0.1 -0.1
H 0.0 0.0 0.0
H 0.0 -0.1 0.2
H 0.0 0.0 0.0
C 0.0 0.0 0.0
O 0.5 -0.6 -1.1
H 0.0 0.0 0.0
H 0.0 0.1 0.0
C 0.0 -0.1 0.0
C 0.0 0.1 0.0
N -0.1 0.0 0.0
C 0.0 -0.3 -0.3
Cl 0.0 0.0 0.0
C 0.1 0.0 -0.1
H -0.1 0.0 0.0
H 0.0 0.0 0.0
H 0.1 0.0 0.0
H 0.0 0.0 0.0
C -0.1 0.2 -0.1
C 0.1 0.1 -0.1
H 0.0 0.0 0.0
C 0.0 0.0 0.1
C 0.2 -0.4 0.1

Results
- ΔE to the lowest compared entry with this formula, charge and spin: 0.750 eV
- Total charge: -2
- LUMO (spin up / spin down): 2.45 / 3.15 eV

2.
# C15H10F3N4O8S

An isolated ion of composition C15H10F3N4O8S and charge -1 in a non-equilibrium geometry (ωB97M-V/def2-TZVPD, OMol25).

Geometry (Å):
1 O -3.21699 0.51971 3.75878
2 O -1.43306 2.81130 -0.96970
3 H 3.15359 1.77793 2.09880
4 C 2.13902 0.33859 0.82430
5 C 3.86193 1.92350 0.10196
6 O -0.56925 1.48591 -2.68530
7 O 1.94466 -1.53932 -2.80346
8 H -3.00031 -1.30851 2.22688
9 C -1.96249 -1.40243 0.32483
10 O -2.49790 -3.76226 1.31871
11 O 0.75600 -3.13000 -1.94035
12 H 0.80518 -1.86375 0.11683
13 S -2.65867 -3.08586 0.06623
14 H -1.15121 -1.22450 -1.66328
15 F -5.05080 -4.21523 -0.35631
16 H 4.34091 1.81990 -1.95410
17 C 3.07302 1.35218 1.10363
18 C -1.77995 1.31220 0.51832
19 H 4.94903 3.24396 1.43755
20 N -1.00367 1.52734 -1.55905
21 C 0.69911 -1.08068 -0.70982
22 N -1.87602 2.66785 0.26726
23 C 4.82145 3.06057 0.36584
24 N 1.14354 -1.94684 -1.94911
25 C 2.77561 0.39266 -1.47131
26 H 4.52668 4.02245 -0.08645
27 H 5.80660 2.81228 -0.05074
28 C -1.17705 0.65008 -0.52925
29 H 1.51054 -0.01441 1.64560
30 F -5.13060 -2.39573 0.89053
31 C -2.48896 -0.76698 1.42522
32 C 3.72587 1.38574 -1.16620
33 O -2.16614 -3.60741 -1.21060
34 H 2.68013 0.11687 -2.51202
35 F -4.78780 -2.23030 -1.29568
36 O -2.26834 2.39297 3.17391
37 C 1.86564 -0.09521 -0.49326
38 N -2.62076 1.22791 2.90900
39 C -2.31963 0.62261 1.63693
40 C -0.86950 -0.81381 -0.61735
41 C -4.54941 -2.98128 -0.18777

Force components x, y, z for each atom (eV/Å):
O 0.6 0.7 -1.1
O 1.0 0.0 -2.3
H -0.1 -0.3 0.1
C -0.5 0.6 -0.2
C -0.3 -0.3 0.3
O 0.1 0.0 -0.4
O -2.2 -1.1 1.0
H -0.1 0.0 -0.6
C 0.4 -2.1 -0.2
O -0.5 -0.8 0.0
O 0.3 2.3 0.2
H 0.2 0.8 -1.1
S 2.1 1.6 -1.2
H 0.0 0.9 1.3
F 0.2 0.9 0.1
H -0.2 -0.3 -0.1
C -0.2 -0.1 -0.3
C -0.4 4.2 1.1
H 0.0 -0.1 -0.1
N -0.7 0.0 3.4
C 1.7 -2.4 1.9
N -0.1 -3.5 0.8
C 0.3 0.1 0.0
N 0.1 -2.3 -0.8
C -0.3 1.3 0.2
H -0.2 -0.5 0.0
H -0.1 0.1 0.1
C 0.6 0.2 -3.1
H 0.2 0.0 -0.2
F 0.3 -0.6 -1.1
C 0.4 1.0 0.9
C -0.5 -0.4 -0.1
O -0.8 0.4 1.6
H 0.1 0.4 0.5
F -0.1 -0.7 1.0
O -0.4 -1.3 -0.9
C 0.7 1.0 0.5
N -0.2 -0.2 0.7
C 0.1 -0.8 0.9
C -1.8 0.4 -3.3
C 0.5 0.8 0.0

Results
- ΔE to the lowest compared entry with this formula, charge and spin: 1.608 eV
- Total charge: -1
- LUMO: 2.18 eV

3.
# C44H39F15GeNO2P2SSr

C44H39F15GeNO2P2SSr as an isolated structure (ωB97M-V/def2-TZVPD, OMol25).

Geometry (Å):
1 H 0.19370 -5.17505 2.26515
2 C -0.36919 4.00557 0.49560
3 C -0.45724 -4.49555 1.71709
4 C 3.85113 -1.33977 4.11057
5 F 8.27925 -5.66180 -0.21148
6 H -5.53422 1.76780 -1.88804
7 C 7.72921 -3.38712 -0.47676
8 C -2.39242 2.91406 -1.37719
9 C -4.08112 0.53314 3.49491
10 H -1.12131 5.19070 2.14235
11 H 2.02768 2.91609 -0.46986
12 F 7.20864 -1.14442 -0.70606
13 H 0.48148 3.63614 1.08188
14 H 0.73153 1.43997 -3.70909
15 C 4.23361 -1.49699 2.78629
16 F 4.65631 -1.72749 5.10096
17 C 0.03766 1.38056 -2.86668
18 H -6.25842 -0.99441 0.05298
19 H -4.87115 -4.19369 -1.46952
20 H -4.14889 -2.45524 -2.58062
21 C 1.83607 -0.34687 3.36105
22 C -5.12110 -4.26966 -0.41021
23 O -2.91648 -3.09848 1.52508
24 H -1.60441 -0.36737 -0.77301
25 H -5.90766 -1.75522 -1.49435
26 C 0.37302 2.46760 -1.84697
27 C -4.67822 2.42697 -1.97134
28 F 1.36829 -0.06446 1.13343
29 H -5.56740 -3.02199 1.27229
30 H -5.65429 3.82360 -3.26227
31 C -1.47071 4.39680 1.47708
32 H 0.12347 -3.98484 0.94208
33 N -3.46439 0.81519 -0.65874
34 F 5.69035 -6.23424 0.38835
35 C -1.31281 -1.41942 -0.82934
36 C -4.73766 3.57157 -2.74138
37 C 2.24883 -0.53900 2.06087
38 P -3.60266 -2.08628 0.50616
39 H 0.30371 3.44117 -2.34198
40 H -0.61217 -1.58696 -1.64409
41 H -1.58792 4.67655 -2.30923
42 H -0.97999 1.47848 -3.24779
43 C 5.75517 2.86423 -1.71261
44 F 5.44838 -2.02996 2.59507
45 H -3.64745 5.27216 -3.49285
46 F 2.25468 -0.57410 5.66912
47 C -3.77677 0.76591 0.64361
48 C -3.50645 2.05003 -1.29335
49 H -0.71382 5.73493 -0.77818
50 F 9.00678 -3.09933 -0.75094
51 H -6.07973 -4.78838 -0.33526
52 C 5.11638 -3.95527 0.09921
53 C 1.79029 2.26418 -1.31404
54 H -2.34646 4.76943 0.94005
55 C -3.76247 -0.54717 1.29602
56 H 2.52223 2.46479 -2.10218
57 C 6.04501 -4.97926 0.09654
58 S 2.31551 -1.83789 -1.47782
59 F 6.22424 4.01890 -2.18932
60 O -0.96568 -3.54598 2.65712
61 P -0.86812 2.47650 -0.47044
62 F 6.29433 1.78737 -3.73290
63 F 5.37046 -0.54010 -2.77382
64 C 3.45042 -1.11634 1.70842
65 H 0.52055 5.96280 0.44996
66 C -5.21756 -2.89088 0.24139
67 F 0.65457 0.27599 3.58114
68 C 0.11042 5.24194 -0.26274
69 C -4.07894 1.78727 2.88821
70 C 2.63480 -0.75605 4.40815
71 C -3.93792 -0.62059 2.74015
72 H -4.36462 -4.88703 0.07551
73 C 7.36447 -4.69046 -0.20067
74 C -6.19885 -1.95324 -0.46345
75 H -0.86252 -1.77189 0.10321
76 C 4.76362 1.58381 0.04019
77 C 4.76376 0.42621 -0.71095
78 H -3.54929 -0.79628 -2.39131
79 C 5.28923 0.54011 -1.98947
80 H -1.80981 3.56044 2.09050
81 H -1.26627 -5.06164 1.25203
82 C -2.61152 -2.20190 -1.04595
83 H -3.90881 -1.58293 3.22904
84 C 5.24346 2.79453 -0.43238
85 C -3.92005 1.88670 1.47738
86 C -3.61926 4.38895 -2.86717
87 F 3.86449 -4.27538 0.44866
88 F 4.26387 1.59533 1.29269
89 C 5.43541 -2.63711 -0.18689
90 H -3.93255 2.86488 1.01449
91 C -2.46189 4.05026 -2.18806
92 C -1.64815 -2.49757 2.12236
93 Sr -1.23610 0.06338 1.66192
94 H -4.19873 0.44596 4.56951
95 C 6.76771 -2.38997 -0.45644
96 H 0.16358 0.39227 -2.42217
97 H -2.54403 -2.03473 -3.17126
98 C -3.26861 -1.84823 -2.37447
99 F 5.20122 3.89295 0.33031
100 H 0.89346 5.02206 -0.98876
101 C 5.78329 1.72517 -2.49943
102 H -7.19484 -2.40268 -0.47532
103 Ge 3.93115 -1.32700 -0.23110
104 H -4.20996 2.68687 3.47657
105 H 1.92660 1.22380 -1.01087
106 H -2.38443 -3.27641 -1.03418

Force components x, y, z for each atom (eV/Å):
H 0.0 0.0 0.0
C 0.0 0.0 0.0
C 0.0 0.1 0.0
C 0.0 0.0 0.0
F 0.0 0.0 0.0
H 0.0 0.0 0.0
C 0.0 0.0 0.0
C 0.0 -0.1 0.1
C 0.1 -0.1 0.1
H 0.0 0.0 0.0
H 0.0 0.0 0.0
F 0.0 0.0 0.0
H 0.0 0.0 0.0
H 0.0 0.0 0.0
C 0.0 0.0 0.0
F 0.0 0.0 0.0
C 0.0 0.0 0.0
H 0.0 0.0 0.0
H 0.0 0.0 0.0
H 0.0 0.0 0.0
C 0.1 0.0 -0.1
C 0.0 0.0 0.0
O 0.1 0.1 -0.1
H 0.2 0.1 -0.4
H 0.0 0.0 0.0
C 0.0 0.0 0.0
C 0.0 0.0 0.0
F 0.3 -0.1 0.0
H 0.0 0.0 0.0
H 0.0 0.0 0.0
C -0.1 0.0 0.0
H 0.0 0.0 0.0
N -0.2 0.0 0.0
F 0.0 0.0 0.0
C -0.3 -0.3 -0.2
C 0.0 0.0 0.0
C -0.2 0.0 0.0
P -0.1 0.3 -0.1
H 0.0 0.0 0.0
H 0.1 0.1 0.0
H 0.0 0.0 0.0
H 0.0 0.0 0.0
C 0.0 0.0 0.0
F 0.0 0.0 0.0
H 0.0 0.0 0.0
F 0.0 0.0 0.0
C 0.2 -0.2 0.2
C 0.0 0.0 0.0
H 0.0 0.0 0.0
F 0.0 0.0 0.0
H 0.0 0.0 0.0
C 0.0 0.0 0.1
C 0.0 0.0 0.0
H 0.0 0.0 0.0
C -0.1 -0.3 -0.3
H 0.0 0.0 0.0
C 0.0 0.0 0.0
S 0.2 0.1 0.2
F 0.0 0.0 0.0
O 0.0 -0.1 0.0
P 0.1 0.1 0.0
F 0.0 0.0 0.0
F 0.0 0.0 0.0
C -0.1 0.1 0.1
H 0.0 0.0 0.0
C -0.1 -0.1 0.1
F 0.0 -0.1 0.2
C 0.0 0.0 0.0
C 0.0 0.0 -0.1
C -0.1 0.1 0.0
C 0.1 0.1 0.0
H 0.0 0.0 0.0
C 0.0 0.0 0.0
C 0.0 0.0 0.0
H 0.3 -0.2 -0.3
C -0.1 0.0 0.1
C 0.0 0.0 -0.1
H 0.0 0.0 0.0
C 0.0 0.0 0.0
H 0.0 0.0 0.0
H 0.0 0.0 0.0
C -0.1 0.0 0.4
H -0.1 0.0 0.0
C 0.0 0.0 0.0
C 0.1 0.1 0.0
C 0.0 0.0 0.0
F 0.0 0.0 0.0
F 0.0 0.0 0.0
C 0.0 -0.1 0.0
H 0.0 0.0 0.0
C 0.0 0.0 0.0
C 0.2 0.1 0.2
Sr -0.6 0.4 0.4
H 0.0 0.0 0.0
C 0.0 0.0 -0.1
H 0.0 0.0 0.0
H 0.0 0.0 0.0
C 0.0 0.0 0.0
F 0.0 0.0 0.0
H 0.0 0.0 0.0
C 0.0 0.0 0.0
H 0.0 0.0 0.0
Ge -0.1 0.0 -0.2
H 0.0 0.0 0.0
H 0.0 0.0 0.0
H 0.0 0.0 0.0

Results
- ΔE to the lowest compared entry with this formula, charge and spin: 4.711 eV
- Total charge: -1
- LUMO (spin up / spin down): 1.90 / 1.86 eV

4.
# C2H7N10

An isolated ion of composition C2H7N10 and charge +1 in a non-equilibrium geometry (ωB97M-V/def2-TZVPD, OMol25).

Geometry (Å):
1 H -1.74445 -1.14664 1.57872
2 C 2.18706 -0.59021 0.49738
3 H -1.95918 -1.77622 0.00142
4 N 2.92034 -1.18737 -0.49293
5 H -2.11370 1.73165 -0.90339
6 N -1.29661 1.56870 -0.22625
7 N 0.50222 0.81647 -1.49847
8 N -1.50830 -1.02045 0.53093
9 H 2.66189 -1.36042 -1.52569
10 H -0.32058 2.25558 -2.48410
11 N 4.33381 -0.68258 0.90857
12 N 4.15397 -1.17422 -0.18526
13 H -1.00524 2.52769 0.00648
14 N 3.18616 -0.36320 1.42626
15 N -0.43927 0.60946 -0.69270
16 H 3.17954 0.25785 2.25136
17 C 0.80702 -0.82446 0.76274
18 N -0.31337 -0.53508 0.25047
19 N 0.57981 1.73812 -2.40690

Force components x, y, z for each atom (eV/Å):
H 1.0 0.5 -2.4
C -0.5 -0.6 0.8
H 1.1 0.6 -0.3
N -4.5 0.7 -2.6
H 1.4 -0.8 1.4
N -3.5 0.9 -1.6
N 3.8 1.0 -3.6
N -3.4 -1.2 3.6
H 0.2 0.3 2.5
H 0.3 0.1 0.5
N 3.0 0.7 2.1
N 4.0 -1.6 -2.4
H 1.2 -0.9 -0.1
N -3.2 1.6 0.5
N -3.0 1.1 1.3
H -0.2 -0.8 -0.6
C 0.4 -1.2 0.0
N 2.9 1.8 -1.2
N -1.0 -2.2 2.2

Results
- ΔE to the lowest compared entry with this formula, charge and spin: 4.880 eV
- Total charge: +1
- SMILES: [H]/N=N\N(N)[N+](N)=C=C1NN=NN1
- LUMO: -4.80 eV

Q: Which of these has the lowest total charge?
A: C49H55Cl4CsI2N6O2